{"formula": "C5H14O", "method": "ωB97M-V/def2-TZVPD", "molar_mass_da": 90.17, "homo_lumo_gap_ev": 11.926, "de_lowest_kcal_mol": 13.5, "homo_energy_ev": -11.1, "total_energy_ev": -7459.199, "smiles": "CCCCC.O", "symbols": ["C", "C", "C", "C", "C", "H", "H", "H", "H", "H", "H", "H", "H", "H", "H", "H", "H", "O", "H", "H"], "coordinates": [[0.9649, -1.7485, 0.8859], [1.4013, -0.3256, 1.2874], [0.1813, 0.5684, 1.4300], [-0.5022, 1.0666, 0.1545], [0.3456, 1.8765, -0.8080], [1.8022, -2.4067, 0.7184], [0.3710, -1.6935, -0.0309], [0.3536, -2.1840, 1.6458], [1.9873, 0.0939, 0.4679], [1.9579, -0.4121, 2.2169], [-0.5808, 0.1888, 2.1225], [0.4187, 1.4663, 2.0223], [-1.1047, 0.2414, -0.2294], [-1.2441, 1.7772, 0.5086], [-0.2737, 2.5142, -1.4572], [0.9946, 2.5857, -0.3011], [0.7932, 1.2523, -1.5851], [-2.0954, -1.2683, -2.4030], [-1.4605, -0.6773, -2.8238], [-1.9887, -1.0416, -1.4716]], "forces_ev_per_a": [[0.142, 0.873, -0.591], [-0.960, -0.827, -0.569], [-0.070, 1.259, 1.180], [-0.545, 0.329, 1.093], [-0.792, -0.257, -1.443], [0.338, -0.202, -0.145], [0.064, -0.198, -0.011], [-0.489, -0.303, 0.599], [0.492, -0.019, 0.313], [0.243, 0.402, -0.027], [-0.009, -0.748, -0.399], [0.588, 0.090, -0.378], [0.323, 0.113, -0.713], [-0.387, -0.024, 0.195], [-0.298, -0.053, 0.427], [0.479, -0.407, 0.036], [0.903, 0.012, 0.484], [0.239, 0.237, 0.163], [-0.078, -0.094, -0.179], [-0.182, -0.182, -0.034]]}